Here is a molecular structure, C19H32N4O2S4Se2W from the Open Molecules 2025 dataset. Energies are from the ωB97M-V functional and the def2-TZVPD basis.

Calculated values
LUMO energy (spin up / spin down)	-6.71 / -6.71	eV
strongest force on any atom	0.75	eV Å⁻¹
M	818.5	u
relative energy (zero: lowest compared OMol25 entry of this formula, charge and spin)	11.50	kcal per mole
net charge	+2

Cartesian coordinates (Å):
W 0.2378 0.1772 0.0162
Se 1.9836 1.2159 -1.3482
Se 0.5835 -1.9975 -0.8928
S -2.3941 -0.7792 -0.4097
S -1.3360 -0.0120 2.5369
S 1.8844 -0.3464 1.7598
S -1.2554 -3.3368 1.8276
O 5.1907 -2.1476 -1.7663
O 0.9478 -0.8511 -3.7458
N -0.9031 1.6274 -1.0180
N 2.7276 1.3160 3.6253
N 0.2768 1.9916 1.1624
N 1.1243 2.1554 2.2298
C 3.0719 -1.2989 -2.4969
C -1.3231 1.4449 -2.2883
C -2.3613 3.5952 -2.3251
C -1.8918 3.8119 -1.0482
C -2.8676 -3.2677 0.9868
C -1.6346 -2.7103 3.4821
C 2.3715 -0.9105 -3.8131
C -0.5311 4.2661 1.6320
C 4.4199 -1.8991 -2.9302
C -2.8622 -2.5378 -0.3549
C 1.9132 1.1379 2.6018
C 2.3342 -2.3783 -1.7179
C -3.1264 -0.1095 2.2607
C 3.3950 -0.1045 -1.5901
C -1.1494 2.8205 -0.4160
C -1.0756 -1.3162 3.7768
C -3.5116 -0.0087 0.7845
C -2.0549 2.3968 -2.9603
C -0.4617 3.0038 0.8388
H -2.0704 4.7547 -0.5501
H 0.5879 -1.5215 -4.3307
H -3.5994 -2.8331 1.6650
H 0.0088 -1.3504 3.8779
H -2.7089 -2.7647 3.6495
H -0.4781 4.0667 2.7023
H 2.1266 -3.2404 -2.3522
H 2.8497 2.2100 4.0770
H 4.9205 -1.1866 -3.5968
H -1.0244 0.5179 -2.7561
H 0.2696 4.9595 1.3558
H -2.1795 -3.0139 -1.0587
H 3.3905 0.5890 3.8474
H 2.9540 -2.7142 -0.8884
H -3.1743 -4.2952 0.7977
H 2.6617 -1.6310 -4.5818
H -3.8644 -2.5672 -0.7847
H -2.9301 4.3602 -2.8367
H 4.2309 0.4541 -2.0103
H -1.4928 -0.9403 4.7113
H -3.5630 1.0329 0.4658
H 3.6882 -0.4452 -0.6015
H 4.2420 -2.8230 -3.4908
H -1.4739 4.7754 1.4506
H -4.4947 -0.4497 0.6176
H 6.0477 -2.5051 -2.0178
H -2.3668 2.2093 -3.9787
H 2.7401 0.0703 -4.1220
H 1.2091 3.0693 2.6452
H -1.1751 -3.4045 4.1840
H -3.5847 0.7099 2.8103
H -3.4687 -1.0415 2.7003